# 1
{
  "formula": "C22H17FO4S2",
  "method": "ωB97M-V/def2-TZVPD",
  "symbols": ["C", "C", "C", "C", "C", "C", "C", "C", "C", "C", "C", "C", "C", "C", "C", "H", "H", "H", "H", "H", "H", "H", "H", "H", "H", "H", "H", "H", "F", "C", "S", "O", "O", "C", "C", "C", "C", "C", "C", "S", "O", "O", "H", "H", "H", "H"],
  "positions_angstrom": [[0.5525, -0.1807, -0.9749], [1.8078, -0.9050, -1.4169], [2.9912, -0.1971, -1.7153], [4.2225, -0.8503, -1.7995], [4.2716, -2.2420, -1.8783], [3.0673, -2.9547, -1.8881], [1.8531, -2.2991, -1.6215], [-0.7009, -0.8729, -1.2467], [-1.8959, -0.2579, -1.1834], [-3.1638, -0.8878, -1.5364], [-4.3599, -0.1323, -1.6586], [-5.5874, -0.7418, -1.9140], [-5.6646, -2.1381, -2.0458], [-4.4945, -2.9101, -1.9675], [-3.2647, -2.2938, -1.7457], [0.6174, 0.9217, -1.1624], [2.9660, 0.8951, -1.8294], [5.1403, -0.2537, -1.7602], [5.2335, -2.7557, -1.9167], [3.0899, -4.0473, -2.0325], [0.9758, -2.9426, -1.4800], [-0.6923, -1.8542, -1.6062], [-1.9644, 0.7796, -0.8495], [-4.2613, 0.9489, -1.5483], [-6.4735, -0.1164, -2.0492], [-6.6268, -2.6032, -2.2593], [-4.5565, -3.9881, -2.1108], [-2.3794, -2.9310, -1.7074], [0.8008, -1.1997, 1.2686], [0.7320, 0.0453, 0.6094], [2.2777, 0.9778, 1.1642], [3.2303, 0.0319, 1.6645], [2.6529, 2.0029, 0.2004], [1.7666, 1.9092, 2.6697], [0.3904, 1.9447, 2.8462], [-0.1400, 2.9891, 3.6262], [0.6586, 3.9059, 4.3164], [2.0328, 3.8642, 4.1425], [2.5775, 2.8995, 3.2779], [-0.5481, 1.0520, 1.5733], [-1.1466, 2.0577, 0.7195], [-1.3522, 0.1603, 2.3347], [-1.2192, 3.0811, 3.7117], [0.2234, 4.6378, 5.0066], [2.6959, 4.5534, 4.6801], [3.6640, 2.8976, 3.0926]],
  "homo_ev": -8.5,
  "e_lumo_ha": 0.0012,
  "largest_force_ev_per_a": 3.7,
  "homo_lumo_gap_ev": 8.58,
  "energy_ha": -2045.61126
}

***

# 2
{
  "formula": "C23H19AuN5O2S3",
  "method": "ωB97M-V/def2-TZVPD",
  "symbols": ["Au", "C", "S", "C", "S", "N", "N", "C", "C", "C", "C", "C", "C", "N", "H", "H", "H", "H", "H", "H", "H", "H", "O", "S", "O", "N", "C", "C", "C", "C", "C", "C", "C", "C", "N", "C", "C", "C", "C", "C", "C", "C", "H", "H", "H", "H", "H", "H", "H", "H", "H", "H", "H"],
  "positions_angstrom": [[0.9325, 0.0176, -1.6778], [4.9699, 3.2886, -3.3055], [4.3694, 3.4608, -1.5986], [2.9632, 2.3618, -1.6699], [3.3478, 0.7212, -1.4257], [1.8078, 2.8874, -1.8471], [0.7423, 2.1300, -1.9128], [-0.4304, 2.5885, -1.6320], [-1.5722, 1.7165, -1.6939], [-2.8672, 2.1481, -1.3830], [-3.8906, 1.2182, -1.3227], [-3.6219, -0.1071, -1.6318], [-2.3257, -0.4444, -1.9995], [-1.3377, 0.4293, -2.0012], [5.9269, 3.7991, -3.3500], [4.2555, 3.7599, -3.9752], [5.0932, 2.2355, -3.5351], [-0.5426, 3.6087, -1.2878], [-3.0454, 3.1880, -1.1616], [-4.8861, 1.5186, -1.0336], [-4.3862, -0.8645, -1.5775], [-2.0684, -1.4519, -2.2996], [2.0623, 0.6754, 2.4359], [0.9379, 0.9366, 1.5942], [1.0021, 2.0726, 0.7168], [0.6130, -0.3255, 0.5666], [0.7580, -1.5998, 0.9141], [0.8325, -2.0515, 2.2397], [0.8391, -3.4096, 2.5306], [0.7956, -4.3578, 1.5334], [0.7710, -3.9609, 0.1800], [0.7875, -4.8814, -0.8868], [0.8250, -4.4198, -2.1781], [0.8581, -3.0413, -2.4038], [0.8355, -2.1623, -1.4218], [0.7716, -2.5786, -0.1428], [-0.5674, 1.0966, 2.5440], [-0.5287, 1.6771, 3.7957], [-1.7233, 1.9124, 4.4604], [-2.9265, 1.5521, 3.8727], [-2.9460, 0.9667, 2.6153], [-1.7583, 0.7459, 1.9388], [0.8618, -1.3186, 3.0299], [0.8803, -3.7208, 3.5642], [0.8118, -5.4134, 1.7626], [0.7854, -5.9386, -0.6670], [0.8398, -5.0979, -3.0151], [0.9004, -2.6451, -3.4083], [0.4256, 1.9458, 4.2236], [-1.7124, 2.3885, 5.4283], [-3.8538, 1.7404, 4.3916], [-3.8832, 0.6922, 2.1542], [-1.7307, 0.3109, 0.9506]],
  "homo_ev": [-10.2, -10.1],
  "total_charge": 1,
  "e_lumo_ha": [-0.2040, -0.2170],
  "largest_force_ev_per_a": 2.6,
  "homo_lumo_gap_ev": [4.69, 4.15],
  "energy_ha": -2642.05729
}

***

# 3
{
  "formula": "C17H11ClF3IN2OS",
  "method": "ωB97M-V/def2-TZVPD",
  "symbols": ["C", "C", "C", "C", "C", "C", "C", "F", "F", "F", "C", "C", "C", "C", "I", "S", "C", "C", "N", "C", "Cl", "C", "C", "O", "C", "N", "H", "H", "H", "H", "H", "H", "H", "H", "H", "H", "H"],
  "positions_angstrom": [[4.8988, -0.7694, 1.1228], [3.7721, -1.0458, 0.7617], [2.3654, -1.1155, 0.3371], [1.9937, -0.6711, -0.9460], [3.0213, -0.0986, -1.9566], [3.3642, 1.3688, -1.4940], [2.4815, 2.4523, -2.1070], [2.6671, 3.6071, -1.3883], [2.7978, 2.7535, -3.3891], [1.1526, 2.1991, -2.0578], [0.6385, -0.7002, -1.3897], [-0.3564, -1.1647, -0.5234], [0.0100, -1.6154, 0.7868], [1.3426, -1.5967, 1.2129], [1.7721, -2.2724, 3.1832], [-1.3750, -2.1590, 1.8164], [-2.6165, -0.9245, 1.3546], [-3.4952, -0.3403, 2.2865], [-3.5060, -0.6922, 3.6489], [-4.3898, 0.6409, 1.7813], [-5.5229, 1.4240, 2.8953], [-4.3941, 1.0226, 0.4272], [-3.5218, 0.4165, -0.5046], [-3.5194, 0.7931, -1.8218], [-2.6258, -0.5682, -0.0195], [-1.7296, -1.1834, -0.9748], [5.9705, -0.8671, 1.2649], [3.9547, -0.6831, -1.8930], [2.5912, -0.0680, -2.9765], [4.4090, 1.5909, -1.7830], [3.3386, 1.3733, -0.3864], [0.3978, -0.3485, -2.4009], [-2.7280, -1.2967, 3.8986], [-3.4883, 0.1207, 4.2589], [-5.1036, 1.8099, 0.1294], [-2.5934, 0.7872, -2.1146], [-1.9737, -2.1790, -1.0395]],
  "homo_ev": -8.2,
  "e_lumo_ha": -0.0014,
  "largest_force_ev_per_a": 1.5,
  "homo_lumo_gap_ev": 8.16,
  "energy_ha": -2294.80922,
  "e_above_lowest_kj_mol": 72.4
}

***

# 4
{
  "formula": "C9H9N4",
  "method": "ωB97M-V/def2-TZVPD",
  "symbols": ["C", "C", "C", "C", "C", "C", "C", "C", "C", "N", "N", "N", "N", "H", "H", "H", "H", "H", "H", "H", "H", "H"],
  "positions_angstrom": [[-2.5865, 1.2589, -0.1351], [1.9153, 0.1900, 0.6920], [0.8355, 0.9650, 0.8728], [1.8380, -1.0120, -0.0504], [-0.4413, -0.7615, -0.3505], [2.7210, -1.9808, -0.1870], [-2.0391, -1.0211, -2.1819], [-1.7353, -1.2202, -0.8581], [0.6498, 2.1430, 1.7882], [-3.6963, 1.3921, -0.4863], [0.6118, -1.4431, -0.5024], [-1.3614, 1.3219, 0.2302], [-0.4035, 0.4984, 0.2243], [2.7910, 0.4264, 1.1689], [2.2596, -2.8299, -0.8403], [3.7930, -1.9873, 0.1076], [-3.0197, -1.2976, -2.5612], [-1.4413, -0.4031, -2.8690], [-2.5250, -1.6465, -0.2983], [0.2438, 1.7566, 2.7354], [0.0006, 3.0662, 1.4599], [1.5900, 2.5845, 2.0413]],
  "homo_ev": [-13.7, -13.8],
  "total_charge": 1,
  "e_lumo_ha": [-0.2450, -0.2572],
  "largest_force_ev_per_a": 4.4,
  "homo_lumo_gap_ev": [7.06, 6.84],
  "energy_ha": -566.92295,
  "e_above_lowest_kj_mol": 367.9
}

***

# 5
{
  "formula": "C32H31N3O4S",
  "method": "ωB97M-V/def2-TZVPD",
  "symbols": ["C", "C", "C", "C", "S", "C", "C", "C", "C", "C", "N", "O", "O", "C", "C", "O", "O", "C", "C", "H", "H", "H", "H", "H", "H", "H", "H", "H", "H", "C", "N", "C", "C", "C", "C", "C", "C", "C", "C", "C", "C", "C", "C", "N", "C", "C", "C", "C", "C", "C", "H", "H", "H", "H", "H", "H", "H", "H", "H", "H", "H", "H", "H", "H", "H", "H", "H", "H", "H", "H", "H"],
  "positions_angstrom": [[4.5322, 0.5820, 4.0808], [3.3669, 0.6774, 4.8578], [2.1779, 1.1298, 4.2747], [2.1735, 1.4306, 2.9140], [0.6638, 1.9940, 2.1100], [-0.4261, 0.3484, 1.2738], [-1.7372, 0.6895, 2.0024], [-2.3303, -0.2370, 2.9106], [-3.6407, -0.0826, 3.4064], [-4.3302, 1.1202, 3.1869], [-5.7115, 1.2502, 3.5923], [-6.3379, 2.3279, 3.3892], [-6.2604, 0.2495, 4.1215], [-3.6996, 2.1405, 2.4504], [-2.4027, 1.9564, 1.9724], [-0.0436, 2.6406, 3.2012], [0.9948, 2.7974, 0.9403], [3.3452, 1.4648, 2.1695], [4.5211, 0.9738, 2.7375], [5.4487, 0.2078, 4.5283], [3.3764, 0.3988, 5.9110], [1.2699, 1.2579, 4.8631], [0.2146, -0.4418, 1.7448], [-1.8258, -1.1553, 3.1723], [-4.1695, -0.8501, 3.9810], [-4.2494, 3.0810, 2.2987], [-1.9618, 2.8354, 1.5074], [3.3285, 1.8714, 1.1588], [5.4209, 0.9145, 2.1201], [-4.3768, -3.5137, -3.9242], [-4.0318, -3.1161, -2.5906], [-5.0061, -3.3295, -1.5175], [-4.3267, -2.7592, -0.2565], [-3.0345, -2.1971, -0.7650], [-2.9184, -2.4542, -2.1517], [-1.7674, -2.0483, -2.8292], [-0.8016, -1.3318, -2.1256], [-1.0272, -0.9213, -0.7955], [-0.2101, 0.2220, -0.1235], [1.1655, 0.4714, -0.8831], [2.4495, 0.0751, -0.5137], [3.5334, 0.4204, -1.3201], [3.3491, 1.0651, -2.5646], [4.5494, 1.2559, -3.1985], [4.7850, 1.8248, -4.5072], [5.6739, 0.7911, -2.4018], [5.0028, 0.2205, -1.1189], [2.0540, 1.3502, -2.9815], [0.9915, 1.0063, -2.1707], [-2.0582, -1.5345, -0.0938], [-3.5905, -3.2368, -4.6290], [-4.5436, -4.6046, -3.9774], [-5.3227, -3.0380, -4.2411], [-5.9508, -2.8017, -1.7535], [-5.2437, -4.4056, -1.4213], [-4.9496, -1.9942, 0.2172], [-4.1388, -3.5551, 0.4695], [-1.6568, -2.2784, -3.8644], [0.0669, -1.0360, -2.6674], [-0.6585, 1.2302, -0.1242], [2.6771, -0.4871, 0.4094], [3.9490, 1.6227, -5.1870], [4.9361, 2.9177, -4.4604], [5.7048, 1.3905, -4.9415], [6.2568, 0.0211, -2.9530], [6.3736, 1.6299, -2.1960], [5.3707, 0.7706, -0.2451], [5.2784, -0.8334, -0.9995], [1.9131, 1.8456, -3.9353], [-0.0137, 1.1531, -2.5504], [-2.1607, -1.3809, 1.0064]],
  "homo_ev": -7.1,
  "e_lumo_ha": -0.0353,
  "largest_force_ev_per_a": 7.5,
  "homo_lumo_gap_ev": 6.17,
  "energy_ha": -2101.18740
}

***

# 6
{
  "formula": "C4H12",
  "method": "ωB97M-V/def2-TZVPD",
  "symbols": ["C", "C", "H", "H", "H", "H", "H", "H", "C", "C", "H", "H", "H", "H", "H", "H"],
  "positions_angstrom": [[1.0351, -0.0353, 1.5022], [1.6978, 0.6314, 2.7168], [1.5379, 0.3047, 0.5905], [1.1092, -1.1232, 1.5382], [-0.0009, 0.2968, 1.3906], [0.9867, 0.8034, 3.5262], [2.0788, 1.6141, 2.4437], [2.5217, 0.0400, 3.1194], [-1.0391, -0.1671, -1.4404], [-1.6964, -0.4744, -2.7681], [-0.1948, 0.5105, -1.5710], [-1.7303, 0.3221, -0.7523], [-0.7273, -1.0714, -0.9176], [-2.0732, 0.4253, -3.2579], [-0.9762, -0.9110, -3.4606], [-2.5291, -1.1659, -2.6595]],
  "homo_ev": -11.7,
  "e_lumo_ha": 0.0418,
  "largest_force_ev_per_a": 0.6,
  "homo_lumo_gap_ev": 12.86,
  "energy_ha": -159.58181,
  "e_above_lowest_kj_mol": 8.3
}

***

# 7
{
  "formula": "C15H18F3N3O9",
  "method": "ωB97M-V/def2-TZVPD",
  "symbols": ["C", "C", "O", "C", "O", "O", "F", "H", "H", "H", "C", "C", "O", "C", "O", "O", "F", "H", "H", "H", "C", "C", "O", "C", "O", "O", "F", "H", "H", "H", "C", "C", "N", "H", "H", "H", "C", "C", "N", "H", "H", "H", "C", "C", "N", "H", "H", "H"],
  "positions_angstrom": [[7.6435, 16.9725, -25.4703], [7.5937, 15.4951, -25.7991], [8.1014, 15.1195, -24.5125], [7.3866, 15.7457, -23.6395], [7.2842, 15.4463, -22.4634], [7.0551, 16.9537, -24.1464], [8.5286, 15.1933, -26.6566], [7.0040, 17.5080, -26.1721], [8.6322, 17.4308, -25.4933], [6.6712, 15.0115, -26.1204], [3.9835, 21.4622, -17.2203], [4.7320, 21.4084, -15.9054], [3.8363, 21.0173, -14.8987], [2.6982, 20.7188, -15.5003], [1.6796, 20.3960, -14.8390], [2.7331, 21.0020, -16.8060], [5.0539, 22.6321, -15.5565], [4.4499, 20.7579, -17.9091], [3.9907, 22.5086, -17.5255], [5.6210, 20.7780, -15.9268], [4.6777, 16.8299, -20.3313], [3.7410, 18.0317, -20.4285], [3.4010, 18.3628, -19.1716], [4.2854, 17.7408, -18.3378], [4.4930, 18.0934, -17.1290], [5.0499, 16.8624, -18.9665], [2.7454, 17.5362, -21.0859], [5.4853, 16.8374, -21.0634], [4.1548, 15.8776, -20.4201], [4.1433, 18.8642, -21.0057], [3.3135, 14.7840, -23.0529], [3.2537, 13.4802, -23.6922], [3.1343, 12.4943, -24.1873], [3.9695, 14.5952, -22.2031], [2.3733, 15.0282, -22.5585], [3.7092, 15.6198, -23.6299], [2.8341, 17.8355, -13.7288], [2.7175, 16.4856, -14.2996], [2.6673, 15.4163, -14.7453], [3.3212, 17.7379, -12.7586], [1.8669, 18.2970, -13.5294], [3.2991, 18.5317, -14.4268], [6.7578, 20.8630, -24.1101], [5.6835, 19.9424, -23.7258], [4.8361, 19.1909, -23.3625], [6.4829, 21.8862, -24.3663], [7.5136, 20.4654, -24.7874], [7.2912, 21.0573, -23.1796]],
  "homo_ev": -10.9,
  "e_lumo_ha": -0.0068,
  "largest_force_ev_per_a": 6.2,
  "homo_lumo_gap_ev": 10.67,
  "energy_ha": -1723.32597,
  "e_above_lowest_kj_mol": 252.8
}

***

# 8
{
  "formula": "C14H27BN3O8S",
  "method": "ωB97M-V/def2-TZVPD",
  "symbols": ["C", "C", "O", "C", "C", "C", "N", "C", "B", "O", "O", "C", "C", "N", "C", "C", "C", "O", "N", "O", "H", "H", "H", "H", "H", "H", "H", "H", "H", "H", "H", "H", "H", "H", "H", "H", "H", "H", "H", "O", "S", "O", "O", "C", "C", "C", "H", "H", "H", "H", "H", "H", "H", "H"],
  "positions_angstrom": [[-0.5383, 3.9870, -3.7430], [-1.2041, 2.5243, -3.4846], [-2.0227, 2.6586, -2.2921], [-2.3771, 1.3020, -1.8874], [-1.5437, 0.8065, -0.5852], [-0.6088, -0.4114, -1.0973], [0.8083, -0.1786, -1.1119], [1.6931, -1.2362, -1.5829], [3.3103, -0.9240, -1.5347], [3.8394, 0.3814, -1.8903], [4.1309, -2.0175, -1.0792], [5.1208, -2.4081, -2.0749], [1.1847, -2.6067, -2.0709], [2.0346, -3.7052, -2.5536], [-0.3547, -2.8635, -2.0510], [-1.2856, -1.7341, -1.5277], [-2.8513, -2.0464, -1.4830], [-3.3565, -1.6903, -0.1691], [-2.5868, -2.3077, 0.7859], [-2.6331, -1.6658, 1.7926], [-1.3265, 4.5881, -4.3209], [0.4151, 3.8506, -4.3511], [-0.2957, 4.4595, -2.7343], [-1.8113, 2.1687, -4.3862], [-0.3354, 1.8034, -3.2863], [-2.1427, 0.5981, -2.7728], [-3.4864, 1.2966, -1.6084], [-2.2207, 0.4926, 0.2756], [-0.8658, 1.6505, -0.1793], [1.1598, 0.7371, -0.7721], [4.3201, 0.7384, -1.0990], [4.8386, -3.4458, -2.5004], [5.2221, -1.6757, -2.9438], [6.1158, -2.5570, -1.5083], [2.7020, -3.3468, -3.2611], [1.3940, -4.3072, -3.1112], [-0.8189, -3.8464, -2.4087], [-3.4284, -1.5776, -2.3490], [-2.9722, -3.1928, -1.5764], [-0.6676, 3.1503, 5.0778], [0.0354, 1.9573, 5.4645], [1.2894, 1.5839, 4.8619], [-0.9797, 0.6983, 5.3716], [-1.6223, 0.4399, 4.1244], [-0.6617, -0.1485, 3.1077], [0.2445, 1.9560, 7.2227], [-2.0942, 1.3497, 3.7419], [-2.4215, -0.2790, 4.3202], [0.1190, 0.5673, 2.8397], [-1.1865, -0.4267, 2.1940], [-0.1621, -1.0320, 3.5140], [-0.7049, 2.2005, 7.6948], [0.9928, 2.7107, 7.4639], [0.5965, 0.9734, 7.5346]],
  "homo_ev": -12.6,
  "total_charge": 1,
  "e_lumo_ha": -0.1801,
  "largest_force_ev_per_a": 5.6,
  "homo_lumo_gap_ev": 7.67,
  "energy_ha": -1738.43596
}